{"formula": "H18O9", "method": "the ωB97M-V functional and the def2-TZVPD basis", "total_charge": 0, "e_tot_ha": -687.9207, "orbital_gap_ev": 9.69, "multiplicity": 1, "smiles": "O.O.O.O.O.O.O.O.O", "de_lowest_ev": 2.860, "symbols": ["O", "H", "H", "O", "H", "H", "O", "H", "H", "O", "H", "H", "O", "H", "H", "O", "H", "H", "O", "H", "H", "O", "H", "H", "O", "H", "H"], "positions_angstrom": [[0.8561, -13.8950, 3.2690], [1.3556, -13.6495, 4.0250], [0.9250, -14.8503, 3.2296], [0.3473, -11.0307, 4.3478], [-0.4675, -10.8799, 4.8939], [0.3212, -11.9236, 4.0335], [-2.0775, -10.0263, 5.5100], [-2.0953, -10.3808, 6.4133], [-2.7815, -10.5815, 5.1925], [-2.3070, -11.7899, 7.4830], [-3.2162, -11.9512, 7.4808], [-1.9587, -12.4489, 6.8376], [-0.9420, -13.6191, 5.9829], [-0.6494, -13.9910, 6.8243], [-0.5242, -14.0282, 5.2853], [0.6171, -11.5666, 7.9745], [0.5883, -10.6165, 7.8280], [0.1714, -12.0161, 7.2847], [-0.3833, -8.3128, 3.8162], [-0.2545, -9.2498, 3.8579], [-1.1345, -8.2213, 3.2929], [-0.9147, -11.9729, 1.6045], [-1.7955, -12.1177, 1.2807], [-0.6600, -12.8527, 1.9920], [2.7803, -10.2720, 5.2692], [1.8729, -10.4118, 4.9788], [3.2860, -11.1023, 5.1339]], "forces_ev_per_angstrom": [[-1.005, -0.293, -0.683], [1.066, 0.416, 1.012], [0.062, -0.252, -0.184], [-0.727, 0.720, 0.982], [0.452, -0.135, -0.507], [-0.336, -0.489, -0.498], [0.231, -0.127, 0.212], [0.441, 0.317, 0.527], [-0.612, -0.140, -0.976], [2.137, -0.405, -0.391], [-2.408, -0.339, 0.273], [-0.244, 0.593, 0.439], [-1.527, 1.551, 2.757], [0.165, -0.317, -0.306], [1.495, -1.529, -2.396], [0.955, 0.261, 1.469], [-0.093, -0.167, -0.337], [-0.606, -0.039, -1.191], [1.800, 0.728, 1.107], [0.374, -0.830, -0.047], [-2.023, 0.434, -1.342], [0.809, -1.329, 0.837], [-0.660, -0.007, -0.316], [-0.160, 1.294, -0.563], [1.288, -0.415, 0.248], [-0.089, -0.386, -0.216], [-0.786, 0.884, 0.089]]}